C20H16CoN3O5S | ωB97M-V/def2-TZVPD

```
46
Properties=species:S:1:pos:R:3:forces:R:3:lowdin_spin:R:1
C 3.81500 -1.73244 -0.71274 0.2728 -0.1356 -0.1090 0.03
C 2.13994 -2.31956 0.98478 -0.5603 -0.0191 0.4706 0.12
C 2.67853 -1.35010 0.05246 -0.1777 0.7590 -0.1942 0.10
C 2.78566 -3.57820 1.10890 0.2118 -0.2599 -0.0003 -0.02
H -2.57717 -1.10811 4.17638 -0.0179 -0.0027 0.0129 0.00
H -0.01794 -1.74625 -1.45135 -0.0445 -0.0143 -0.0260 0.00
H -4.42915 -0.37995 5.65460 0.0065 0.0049 -0.0028 0.00
C 0.69889 0.62677 -4.49926 -0.0233 -0.0256 0.0686 0.00
O -0.58725 3.21072 -6.35933 -0.0633 -0.3358 0.3510 0.00
C 1.03576 -2.06811 1.83792 0.6442 -0.5959 -0.1333 0.00
H 4.33925 -4.87432 0.45630 -0.0097 0.0050 -0.0027 0.00
H -5.18441 1.97129 5.61045 0.0064 -0.0020 -0.0019 0.00
S 0.64118 3.15825 -5.58195 0.1155 1.0830 -1.1952 0.00
N 0.29514 -0.99952 1.72773 -0.7536 0.6430 0.3933 0.20
N -0.48673 -0.86088 -1.29343 -0.1862 -0.1586 0.3442 0.05
C 3.86881 -3.90678 0.35198 -0.2732 -0.0713 0.2779 0.08
C -2.92684 -0.08568 4.15937 0.0156 -0.0181 0.0692 0.01
H 0.72324 -1.35620 -3.66347 -0.0038 -0.0336 -0.0056 0.00
C 0.40929 -0.32659 -3.53464 0.0301 -0.0202 0.0745 0.00
O 0.91467 4.38481 -4.85341 -0.0024 -0.2367 0.3707 0.00
C -0.36767 2.32652 -3.16764 0.0474 -0.0281 -0.0370 0.00
H -2.29129 2.84574 2.57799 -0.0003 0.0035 0.0074 0.00
H 2.38859 -4.28561 1.82709 -0.0044 0.0141 -0.0142 0.00
C -4.38195 1.64984 4.95918 0.0067 -0.0201 -0.0001 0.02
C -2.32884 0.82653 3.29030 0.1061 -0.0737 -0.0640 0.01
C 4.38056 -2.96439 -0.57319 0.0066 0.3589 -0.1874 0.04
C -3.95708 0.32777 4.98632 0.0095 -0.0328 -0.0037 0.00
C -0.26787 0.05665 -2.39122 0.0705 0.1545 -0.0666 0.01
O 1.77434 2.62741 -6.31868 0.0433 -0.3128 0.2915 0.00
C -1.24647 0.40236 2.38723 -0.3750 0.9649 -0.3333 0.07
H -0.65042 3.36285 -3.04000 0.0145 0.0103 -0.0432 0.00
H 5.24041 -3.22658 -1.17662 -0.0109 0.0124 0.0027 0.00
H -4.11295 3.59116 4.08435 0.0034 -0.0093 -0.0074 0.00
H -1.21835 1.66508 -1.30751 -0.0335 -0.0167 0.0010 0.00
C -0.65608 1.37951 -2.19774 0.0177 -0.0119 0.1582 0.02
O 2.20705 -0.16405 -0.10789 0.4704 -0.6457 0.0563 0.20
H -1.47266 -1.05007 -1.13751 -0.0071 -0.0382 -0.1138 0.00
O -0.89785 1.17484 1.43003 -0.1671 -0.3837 0.5239 0.12
H 1.24277 0.36434 -5.39675 -0.0040 0.0497 -0.0256 0.00
C -2.76136 2.15087 3.25995 -0.0617 0.0629 -0.0237 0.01
H 4.20471 -1.00106 -1.40807 -0.0181 -0.0041 0.0042 0.00
N -0.66867 -0.78900 2.63235 0.8234 -0.6676 -0.4566 0.20
C -3.78218 2.56134 4.10005 0.0370 0.0191 -0.0431 0.00
Co 0.37900 0.34334 0.20869 -0.0595 0.1346 -0.4920 2.71
H 0.79873 -2.78076 2.62563 -0.0095 -0.0052 -0.0165 0.00
C 0.30965 1.94621 -4.31759 -0.0924 -0.1006 0.1213 0.01
```
Positions in Å, forces in eV/Å.

Calculated values
Lowest unoccupied orbital energy (alpha / beta) (eV): -1.8 / -4.3
Kohn-Sham gap (alpha / beta) (eV): 5.588 / 3.110
DFT total energy (a.u.): -3093.11113
Charge: 0
Spin multiplicity: 5
<S²>: 6.055


CH3O3PS | ωB97M-V/def2-TZVPD

```
9
Properties=species:S:1:pos:R:3:forces:R:3:nbo_charge:R:1
H 0.02560 2.48374 0.37237 -0.3615 -0.8060 1.6373 0.11
C -0.21939 1.67470 1.18955 0.8495 1.9063 -2.5283 0.30
H 0.65032 1.31658 1.72637 0.3106 -0.1991 0.6802 0.11
O -1.31372 1.22258 1.25879 -1.1034 -0.5856 0.6133 -0.54
O 1.00909 -2.00330 -0.69413 0.1926 1.6021 0.2949 -0.91
P -0.65927 -2.01919 -0.28843 1.0286 0.4881 -0.2321 0.67
H -0.81620 -2.81571 -1.41766 -1.1417 -0.3458 -0.5264 -0.08
O 0.84025 0.68319 -0.70972 0.0872 -1.2929 -0.5388 -0.90
S 0.48332 -0.54259 -1.43714 0.1381 -0.7671 0.5999 1.24
```
Positions in Å, forces in eV/Å.

Calculated values
Lowest unoccupied orbital energy (eV): -0.6
Kohn-Sham gap (eV): 9.008
DFT total energy (a.u.): -1005.06814
Structure (SMILES): O=S1#[PH]O1.C=O
Charge: 0
Energy relative to the best compared isomer or geometry (same formula, charge and spin) (eV): 3.539


C44H34BrN6O3V | ωB97M-V/def2-TZVPD

```
89
Properties=species:S:1:pos:R:3:forces:R:3:lowdin_spin:R:1
H -0.67664 -3.34180 -1.85763 -0.0252 0.0855 -0.0111 0.00
H -3.83993 -2.73060 -0.88547 0.0405 0.0385 0.0271 0.00
H 3.71940 -1.61679 4.60327 0.0119 -0.0148 -0.0238 0.00
C -5.82029 4.52054 -2.48944 0.0066 0.0011 -0.0413 0.00
C 4.95580 4.54172 -5.12233 0.1898 0.1997 -0.1757 0.00
C -5.09190 4.31148 -4.78054 0.0511 0.0199 -0.0441 0.00
H 2.44995 -3.72630 4.54549 0.0058 0.0062 -0.0002 0.00
C 2.58073 1.80702 -2.94524 -0.0493 0.1759 0.0059 0.01
N 1.08039 0.16889 1.23808 0.4405 1.4034 0.5536 -0.01
H 2.12410 1.73823 2.07908 -0.0486 0.0992 0.0643 0.00
C 1.32406 -4.07106 -2.41204 -0.1817 0.0576 -0.0525 0.00
H -4.02782 2.50665 -5.26158 -0.0176 -0.0273 0.0029 0.00
Br 0.85359 6.61380 0.42869 -0.0525 -0.0737 -0.0366 0.00
C -5.24308 3.28072 -2.18313 0.0280 -0.0724 -0.0162 0.00
C 2.42622 3.19146 -2.76910 0.0519 -0.0521 -0.0292 0.01
C 2.91024 -1.74120 3.89543 0.0331 -0.3490 0.2147 0.00
C -4.52977 3.08209 -4.49458 -0.0076 0.0221 0.0463 0.00
C -4.60996 2.55596 -3.20636 -0.0651 0.0253 0.0348 0.00
H 5.04222 1.89165 -5.28827 -0.0020 -0.0297 0.0166 0.00
H -6.94676 6.22707 -1.83410 -0.0190 -0.0008 0.0102 0.00
H -5.78585 5.63092 -0.64574 -0.0367 0.0165 0.0139 0.00
C 1.76838 0.92329 -2.17844 0.0475 -0.1553 0.1016 0.04
C -5.74219 5.02024 -3.78320 -0.0197 0.0336 -0.0091 0.00
C 0.39463 -3.29275 -1.79006 0.1614 -0.2579 -0.0391 0.00
O -1.71944 -0.11261 -2.74637 -0.3553 -0.0737 0.1159 0.01
C 0.62556 2.47482 0.71902 -0.6314 0.4637 -0.5405 0.00
C 2.60030 -0.68090 3.03404 -0.2770 0.2129 -0.6031 0.00
H -7.67301 -0.98356 -1.58641 -0.0042 0.0242 -0.0207 0.00
C -2.31876 -0.77819 -1.90037 -0.1052 0.1421 -0.4426 0.01
C 4.15545 3.61763 -4.38284 -0.2317 -0.2305 0.1978 0.01
H -1.38808 -5.10201 1.95480 -0.0004 0.0008 0.0116 0.00
H -6.30405 -2.85021 -0.71438 0.0242 0.0048 0.0025 0.00
C -4.45007 -1.92211 -1.26656 -0.0060 0.0662 -0.1164 0.00
O -1.70379 -1.44659 -0.97134 -1.1322 -0.4271 -0.5629 0.03
H -4.63885 1.92393 -0.61531 0.0341 0.0328 0.0582 0.00
H 0.55712 -5.07003 3.52516 -0.0394 -0.0230 -0.0130 0.00
H 4.37850 -3.37322 -3.02241 -0.0382 0.0011 -0.0119 0.00
C -0.73926 -4.24119 2.03099 0.1762 -0.1951 0.3460 0.00
H 3.67761 -4.99648 -3.03699 0.0102 -0.0114 0.0105 0.00
H 3.65218 0.28740 -4.02258 -0.0340 -0.0104 0.0300 0.00
C -0.85940 4.51871 -0.49718 0.0921 -0.1461 0.1010 0.01
N -3.99852 1.30694 -2.96627 0.2698 0.1327 0.0968 0.00
H -6.19296 5.97900 -4.01145 0.0003 -0.0003 0.0210 0.00
N 1.02959 -2.35574 -1.01393 -0.0978 -0.2669 -0.2922 0.00
H 4.44476 -4.37902 -1.56636 -0.0471 -0.0200 0.0185 0.00
H -2.15398 2.96344 -1.20135 -0.0693 -0.0601 0.0207 0.00
H -7.28134 4.74947 -0.91731 -0.0135 0.0255 0.0098 0.00
H -3.00407 1.18682 -3.14724 -0.1101 -0.0295 -0.1087 0.00
C 0.82081 -2.00243 2.09392 0.0869 -0.0582 0.5014 0.00
H 3.10466 -1.99356 -0.71390 0.0043 0.0465 -0.0711 0.00
H -5.03525 3.55826 -0.06601 -0.0106 -0.0193 0.0276 0.00
H -5.03227 4.71437 -5.78368 0.0021 -0.0025 0.0071 0.00
C 3.83750 -4.11020 -2.42950 0.1483 0.0812 -0.0293 0.00
H -1.84980 -3.08451 0.56871 0.0317 0.0237 -0.0844 0.00
N -0.24425 -2.03955 1.25172 -0.2108 -1.0845 1.0552 0.00
C -0.56626 2.17849 -0.00472 1.0466 0.1687 0.5241 0.02
C 3.53191 1.35058 -3.86375 0.0132 0.0158 0.0114 0.01
H -1.41295 5.31091 -0.98265 0.0273 0.0212 0.0093 0.00
C 1.57072 -0.79416 2.11831 0.5242 -0.4518 0.7806 0.00
C 1.04746 0.25057 -1.46315 1.1472 0.6428 -1.2131 -0.03
C -5.30609 2.76739 -0.76750 0.0607 0.1098 -0.1112 0.00
H -6.31798 2.43637 -0.51869 0.0233 -0.0108 0.0461 0.00
N 5.59898 5.28585 -5.71941 -0.0326 -0.0491 0.0437 0.01
C -5.99436 0.14836 -2.25606 0.0301 0.0014 -0.0799 0.00
C 3.20295 4.08631 -3.47440 0.0664 0.0301 -0.0957 0.00
C 1.13259 -3.06838 2.96802 -0.0112 0.2546 -0.2738 0.00
H 1.90243 4.07064 1.41960 -0.0024 -0.0212 0.0021 0.00
C 2.20457 -2.91611 3.87074 0.1622 0.1553 0.0289 0.00
H 1.22143 -4.88373 -3.11002 0.0445 -0.0045 0.0220 0.00
C -6.59340 -0.94196 -1.66242 0.0594 -0.0652 0.0115 0.00
H 1.68182 3.54566 -2.06760 -0.0011 0.0106 0.0035 0.00
C -6.50010 5.32701 -1.41513 0.0510 -0.0509 -0.0200 0.00
H 3.18569 0.22699 3.09073 0.0050 0.0056 0.0044 0.00
V -0.19494 -0.55716 -0.17385 3.2480 -5.1764 -0.7287 1.75
H 3.07839 5.15287 -3.33968 -0.0113 -0.0105 0.0278 0.00
C 1.01410 3.81777 0.85335 0.1515 -0.2168 0.0604 0.01
C -1.28102 3.21080 -0.61263 -0.1223 -0.0027 -0.0993 0.00
O -0.94379 0.93048 -0.09435 -4.1933 5.3157 0.2337 0.05
C 0.32625 -4.22334 2.89033 -0.1869 -0.0135 -0.1356 0.00
C 1.35256 1.43435 1.37290 0.0699 -0.8471 0.3782 0.04
C -5.82589 -1.99241 -1.16934 -0.1322 -0.1020 0.0697 0.00
C 4.31096 2.24378 -4.57261 0.0434 0.1170 -0.0703 0.00
C -3.81405 -0.83790 -1.86695 -0.0731 0.0685 0.0681 0.00
C -1.00341 -3.11539 1.24117 -0.0008 0.3436 -0.1001 0.00
N 2.54838 -3.59518 -2.01602 -0.0077 -0.0370 0.0784 0.00
C 0.28317 4.80907 0.24992 0.0467 0.2655 -0.0174 0.00
C 2.31592 -2.56476 -1.17732 -0.0248 0.0571 0.1472 0.00
C -4.59680 0.22522 -2.37764 -0.0551 -0.2605 0.0494 0.00
H -6.60054 0.95528 -2.64883 0.0247 -0.0145 -0.0032 0.00
```
Positions in Å, forces in eV/Å.

Calculated values
Lowest unoccupied orbital energy (alpha / beta) (eV): -1.3 / -1.3
Kohn-Sham gap (alpha / beta) (eV): 5.667 / 5.913
DFT total energy (a.u.): -5769.44194
Charge: 0
Energy relative to the best compared isomer or geometry (same formula, charge and spin) (eV): 1.984
Spin multiplicity: 3
<S²>: 2.019


> Number 1 is which compound?

C20H16CoN3O5S


> Look up the DFT total energy of the first one.

-3093.11113 a.u.